Entry from the Open Molecules 2025 dataset: a 2-piece molecular cluster, C3H5F3P overall (wB97M-V/def2-TZVPD).

XYZ file:
```
12
C3H5F3P (wB97M-V/def2-TZVPD)
C -0.6201 -0.1603 -0.3610
C 0.2995 0.4315 0.4622
C -2.0787 -0.1876 -0.0463
F 2.4600 0.3972 -1.4365
F 2.9196 1.3392 0.6640
F 2.6111 -1.8829 0.4576
P 2.0059 0.3106 0.0004
H -0.1101 -0.2122 -1.3968
H 0.1338 0.5920 1.5580
H -2.2725 0.0640 1.0493
H -2.6689 -1.1578 -0.3769
H -2.6796 0.4665 -0.5738
```

The value obtained for the HOMO energy (spin up / spin down) is -16.44 / -16.44 eV. As for the net charge: +1. The calculation puts the energy at -757.883191 hartree. As for the spin multiplicity: 1. The value obtained for the energy above the lowest of the compared OMol25 structures with the same formula, charge and spin is 4.498 eV. The frontier orbital gap (spin up / spin down) is 8.677 / 8.679 eV.